17
Properties=species:S:1:pos:R:3 method="wB97M-V/def2-TZVPD" lumo_energy_ev="-0.8 / -0.8" energy_ev=-19513.6363 total_charge=0
O -4.304 0.402 0.337
C -3.150 0.172 0.384
C -1.865 0.124 0.481
C -0.782 -0.695 0.624
C 0.518 -0.216 1.234
O 0.893 -0.947 2.272
Sn -1.317 2.616 -0.103
H -0.949 -1.780 0.693
H 0.553 0.890 1.324
C 0.731 1.178 -1.683
C 1.322 0.000 -1.452
C 1.263 -0.738 -0.178
O 2.046 -1.671 0.000
Li 2.201 -2.160 1.881
H 0.137 1.669 -0.912
H 0.851 1.675 -2.647
H 1.851 -0.519 -2.255

78
Properties=species:S:1:pos:R:3 method="wB97M-V/def2-TZVPD" lumo_energy_ev="-2.5 / -6.2" spin_multiplicity=6 energy_ev=-178018.8720 total_charge=+1
Pt -0.142 0.017 0.094
N 2.876 -0.401 -3.360
C 2.087 -0.253 -2.279
S 0.399 0.120 -2.562
N 2.611 -0.419 -1.104
N 1.957 -0.317 0.013
C 2.606 -0.434 1.193
C 1.948 -0.252 2.404
C 2.614 -0.440 3.649
C 1.940 -0.245 4.822
C 0.602 0.183 4.772
C -0.001 0.335 3.534
N 0.622 0.099 2.397
H 2.518 -0.242 -4.283
H 3.862 -0.540 -3.224
H 3.664 -0.662 1.173
H 3.649 -0.735 3.637
H 2.426 -0.405 5.773
H 0.056 0.401 5.671
H -1.033 0.653 3.461
F -1.052 9.209 -1.943
C -0.283 8.848 -0.907
F -0.815 9.421 0.186
F 0.914 9.433 -1.093
C -0.167 7.354 -0.754
C 0.380 6.848 0.421
C 0.467 5.484 0.605
C 0.022 4.613 -0.393
C -0.501 5.132 -1.583
C -0.598 6.498 -1.760
C 0.065 3.214 -0.193
C -0.004 2.023 0.040
H 0.730 7.530 1.181
H 0.873 5.082 1.521
H -0.840 4.457 -2.352
H -1.007 6.910 -2.670
C 0.214 -2.802 1.438
C -0.178 -2.036 0.212
O -0.459 -2.561 -0.832
H -0.059 -3.848 1.300
H -0.250 -2.395 2.332
H 1.293 -2.729 1.571
C -5.482 -1.931 -0.898
Ge -3.519 -2.299 -1.018
C -3.113 -3.890 0.126
C -2.912 -2.615 -2.887
Ge -2.560 0.012 -0.020
C -3.374 0.199 1.790
C -4.189 1.275 2.128
C -4.664 1.415 3.420
C -4.343 0.478 4.390
C -3.546 -0.608 4.062
C -3.069 -0.742 2.771
C -3.327 1.436 -1.181
C -3.226 2.759 -0.761
C -3.792 3.773 -1.512
C -4.442 3.481 -2.701
C -4.517 2.170 -3.141
C -3.956 1.155 -2.386
H -5.995 -2.817 -1.260
H -5.798 -1.082 -1.494
H -5.773 -1.763 0.135
H -3.877 -4.631 -0.095
H -3.155 -3.665 1.186
H -2.143 -4.309 -0.123
H -3.272 -3.601 -3.167
H -1.830 -2.605 -2.957
H -3.324 -1.884 -3.574
H -4.448 2.008 1.377
H -5.279 2.265 3.673
H -4.706 0.596 5.400
H -3.277 -1.333 4.816
H -2.432 -1.581 2.516
H -2.686 2.997 0.148
H -3.722 4.794 -1.169
H -4.870 4.279 -3.288
H -5.011 1.937 -4.072
H -4.008 0.132 -2.737

18
Properties=species:S:1:pos:R:3 method="wB97M-V/def2-TZVPD" lumo_energy_ev="-4.8 / -8.4" spin_multiplicity=2 energy_ev=-8427.4334 total_charge=+1 de_lowest_kcal_mol=16.8
C 0.101 0.239 -2.534
C 0.972 -0.079 -1.345
C 0.761 -1.020 -0.409
C 1.626 -1.199 0.805
H -0.392 -0.689 -2.755
H 0.692 0.517 -3.406
H -0.565 1.128 -2.283
H 1.770 0.645 -1.175
H -0.375 -1.112 -0.243
H 2.515 -0.724 0.722
H 1.795 -2.238 1.129
H 1.213 -0.637 1.677
H -3.177 0.777 1.099
H -3.192 -0.383 2.042
O -2.651 0.093 1.360
H -0.813 1.250 1.188
H -0.168 1.623 2.535
O -0.112 1.810 1.595

What did the third record say?
18
Properties=species:S:1:pos:R:3 method="wB97M-V/def2-TZVPD" lumo_energy_ev="-4.8 / -8.4" spin_multiplicity=2 energy_ev=-8427.4334 total_charge=+1 de_lowest_kcal_mol=16.8
C 0.101 0.239 -2.534
C 0.972 -0.079 -1.345
C 0.761 -1.020 -0.409
C 1.626 -1.199 0.805
H -0.392 -0.689 -2.755
H 0.692 0.517 -3.406
H -0.565 1.128 -2.283
H 1.770 0.645 -1.175
H -0.375 -1.112 -0.243
H 2.515 -0.724 0.722
H 1.795 -2.238 1.129
H 1.213 -0.637 1.677
H -3.177 0.777 1.099
H -3.192 -0.383 2.042
O -2.651 0.093 1.360
H -0.813 1.250 1.188
H -0.168 1.623 2.535
O -0.112 1.810 1.595